{"formula": "C4H7N2O", "method": "ωB97M-V with the def2-TZVPD basis set", "homo_lumo_gap_ev": 9.256, "charge": 1, "smiles": "C=N/C=[NH+]/C(C)=O", "species": ["C", "C", "C", "C", "N", "N", "O", "H", "H", "H", "H", "H", "H", "H"], "positions_angstrom": [[3.060, -0.288, 0.255], [0.969, 0.829, -0.341], [-1.479, 0.712, 0.011], [-2.636, -0.712, -0.033], [2.129, 0.315, -0.237], [-0.173, 0.080, -0.167], [-1.712, 1.840, 0.080], [3.780, -0.710, -0.371], [3.407, -0.174, 1.262], [0.971, 1.846, -0.854], [-2.432, -1.082, -0.990], [-3.567, -0.440, 0.503], [-2.199, -1.473, 0.471], [-0.119, -0.742, 0.410]]}

---

{"formula": "C5H7ClN3O3S", "method": "ωB97M-V with the def2-TZVPD basis set", "homo_lumo_gap_ev": 8.256, "charge": 1, "species": ["C", "C", "C", "C", "C", "N", "N", "N", "O", "O", "O", "S", "Cl", "H", "H", "H", "H", "H", "H", "H"], "positions_angstrom": [[0.289, 1.416, -0.477], [-0.293, 0.553, 1.757], [-1.123, -0.399, -0.415], [-0.925, 0.236, -1.853], [1.325, 2.302, -0.089], [-1.008, -1.750, -0.058], [-0.242, 0.432, 0.318], [-0.191, 1.269, -1.765], [0.380, 1.306, 2.320], [1.099, -1.741, -1.395], [0.852, -2.857, 0.984], [0.360, -2.679, -0.621], [-1.575, -0.394, 2.478], [-2.118, 0.132, -0.085], [-1.751, -2.214, 0.399], [-1.417, 0.055, -2.783], [0.834, 2.740, 0.842], [1.587, 3.024, -0.866], [2.265, 1.807, 0.175], [1.652, -3.239, 1.134]]}

---

{"formula": "C6H12Si", "method": "ωB97M-V with the def2-TZVPD basis set", "homo_lumo_gap_ev": 7.515, "charge": 0, "species": ["C", "C", "C", "C", "C", "C", "Si", "H", "H", "H", "H", "H", "H", "H", "H", "H", "H", "H", "H"], "positions_angstrom": [[-0.383, -0.956, 0.285], [-1.269, -0.278, -0.369], [0.212, -1.936, 0.872], [-1.275, -0.105, -1.839], [-2.016, 0.835, 0.373], [2.233, 1.063, 0.942], [2.273, 0.221, -0.782], [1.245, -1.805, 1.254], [0.010, -2.903, 1.123], [-1.036, -0.950, -2.428], [-2.378, 0.244, -2.096], [-0.556, 0.638, -2.076], [-1.755, 0.812, 1.414], [-1.878, 1.769, -0.218], [-3.121, 0.554, 0.380], [3.370, 1.361, 1.095], [1.661, 2.043, 0.912], [1.660, 0.518, 1.792], [3.002, -1.126, -0.633]]}

---

{"formula": "CH2N2O3", "method": "ωB97M-V with the def2-TZVPD basis set", "homo_lumo_gap_ev": [6.665, 8.492], "charge": 0, "spin_multiplicity": 3, "species": ["C", "N", "N", "O", "O", "O", "H", "H"], "positions_angstrom": [[1.024, -0.006, 0.128], [0.405, 1.205, 0.221], [-0.098, -0.658, 0.455], [2.626, -0.322, 0.091], [-0.873, 0.618, 0.474], [-0.560, -1.892, 0.228], [0.462, 2.177, -0.074], [-0.813, -1.883, -0.666]]}

---

{"formula": "C3H9NS", "method": "ωB97M-V with the def2-TZVPD basis set", "homo_lumo_gap_ev": 9.602, "charge": 0, "smiles": "CNCCS", "species": ["C", "N", "C", "C", "S", "H", "H", "H", "H", "H", "H", "H", "H", "H"], "positions_angstrom": [[-1.413, -1.058, -0.688], [-0.506, 0.034, -1.070], [0.212, 1.011, -0.256], [1.413, 0.390, 0.612], [1.189, 0.223, 2.477], [-2.250, -0.635, -0.139], [-0.932, -1.959, -0.183], [-1.862, -1.497, -1.603], [0.203, -0.370, -1.718], [0.782, 1.738, -0.938], [-0.544, 1.697, 0.261], [1.669, -0.688, 0.196], [2.176, 1.257, 0.477], [-0.137, -0.142, 2.571]]}

---

{"formula": "C4H15N2O2", "method": "ωB97M-V with the def2-TZVPD basis set", "homo_lumo_gap_ev": 9.027, "charge": 1, "species": ["C", "C", "C", "C", "N", "N", "H", "H", "H", "H", "H", "H", "H", "H", "H", "H", "H", "H", "H", "O", "H", "H", "O"], "positions_angstrom": [[-0.868, -2.542, -0.385], [-0.621, -1.284, -1.289], [0.317, -0.341, -0.605], [1.570, -0.064, -0.973], [2.543, 0.692, -0.393], [-0.365, 0.437, 0.463], [-0.247, -3.375, -0.714], [-1.905, -2.852, -0.515], [-0.588, -2.345, 0.645], [-0.140, -1.700, -2.173], [-1.563, -0.825, -1.588], [1.917, -0.648, -1.819], [2.230, 1.363, 0.288], [3.451, 0.825, -0.790], [0.032, 0.105, 1.342], [-0.422, 1.467, 0.424], [-1.337, 0.189, 0.666], [1.375, 3.002, -0.898], [0.196, 3.629, 0.007], [0.758, 2.879, -0.174], [-2.801, 0.820, 2.548], [-1.571, 0.210, 3.398], [-1.960, 0.358, 2.538]]}

---

{"formula": "C15H54O15", "method": "ωB97M-V with the def2-TZVPD basis set", "homo_lumo_gap_ev": [10.159, 2.873], "charge": 1, "spin_multiplicity": 2, "species": ["C", "O", "H", "H", "H", "H", "C", "O", "H", "H", "H", "H", "C", "O", "H", "H", "H", "H", "C", "O", "H", "H", "H", "H", "C", "O", "H", "H", "H", "H", "C", "O", "H", "H", "H", "H", "C", "O", "H", "H", "H", "H", "C", "O", "H", "H", "H", "H", "C", "O", "H", "H", "H", "H", "C", "C", "O", "O", "H", "H", "H", "H", "H", "H", "C", "C", "O", "O", "H", "H", "H", "H", "H", "H", "C", "C", "O", "O", "H", "H", "H", "H", "H", "H"], "positions_angstrom": [[18.608, 27.391, -3.289], [19.567, 27.919, -4.146], [17.840, 28.135, -3.077], [18.144, 26.455, -3.600], [19.119, 27.173, -2.351], [20.309, 27.312, -4.105], [14.578, 27.756, -5.550], [15.202, 26.453, -5.298], [15.146, 28.594, -5.144], [14.700, 27.869, -6.627], [13.540, 27.674, -5.228], [15.550, 26.465, -4.404], [18.753, 31.667, 0.257], [20.172, 32.047, 0.428], [18.169, 31.952, 1.132], [18.350, 32.085, -0.665], [18.520, 30.629, 0.018], [20.403, 32.935, 0.144], [20.437, 28.452, -0.393], [21.007, 27.335, 0.175], [20.734, 29.359, 0.133], [20.749, 28.419, -1.437], [19.349, 28.507, -0.350], [21.808, 27.609, 0.626], [13.200, 25.230, 1.502], [12.013, 24.870, 2.159], [13.597, 24.418, 0.892], [13.076, 26.180, 0.983], [13.976, 25.437, 2.239], [11.277, 25.201, 1.639], [11.674, 24.463, -1.868], [10.403, 24.937, -1.450], [12.348, 25.290, -2.090], [12.054, 23.980, -0.968], [11.725, 23.691, -2.636], [10.258, 25.879, -1.558], [12.499, 29.204, 2.514], [11.636, 28.410, 3.371], [12.563, 28.692, 1.554], [11.841, 30.061, 2.369], [13.480, 29.538, 2.853], [11.749, 27.458, 3.311], [15.252, 23.385, -1.371], [16.474, 24.199, -1.441], [15.321, 22.304, -1.486], [14.710, 23.677, -0.471], [14.579, 23.757, -2.143], [16.939, 24.021, -2.262], [14.607, 31.306, 0.615], [14.014, 30.304, -0.177], [14.172, 32.301, 0.525], [14.560, 31.081, 1.680], [15.522, 31.515, 0.061], [13.118, 30.296, 0.170], [15.166, 27.581, -1.655], [16.133, 27.723, -0.415], [15.369, 28.015, 0.671], [15.792, 26.824, -2.669], [14.872, 28.593, -1.934], [14.378, 27.060, -1.112], [16.969, 28.384, -0.643], [16.435, 26.701, -0.184], [14.875, 28.734, 0.270], [16.011, 25.981, -2.263], [19.085, 27.225, 3.654], [17.696, 27.160, 2.931], [16.955, 28.416, 2.918], [19.727, 26.046, 3.251], [19.022, 27.450, 4.719], [19.713, 28.095, 3.463], [17.135, 26.249, 3.140], [17.942, 27.072, 1.873], [16.411, 28.381, 2.128], [20.182, 25.784, 4.055], [10.048, 28.609, -2.584], [11.467, 28.682, -2.919], [12.020, 29.775, -3.615], [9.700, 27.654, -1.594], [9.312, 28.295, -3.324], [9.716, 29.606, -2.294], [11.859, 27.778, -3.384], [11.956, 28.698, -1.946], [11.870, 29.497, -4.522], [10.140, 27.950, -0.794]]}

---

{"formula": "C2H8Si", "method": "ωB97M-V with the def2-TZVPD basis set", "homo_lumo_gap_ev": 10.852, "charge": 0, "species": ["C", "C", "Si", "H", "H", "H", "H", "H", "H", "H", "H"], "positions_angstrom": [[-0.784, -0.676, 1.082], [-0.489, -0.228, -0.430], [0.919, 0.925, -0.506], [-1.521, -1.434, 1.299], [0.178, -0.882, 1.604], [-1.137, 0.271, 1.446], [-1.285, -0.130, -1.141], [0.019, -1.549, -1.314], [2.405, 0.311, -0.326], [0.730, 2.240, 0.276], [0.963, 1.154, -1.991]]}

---

{"formula": "C18H17F6N3O5PdS2", "method": "ωB97M-V with the def2-TZVPD basis set", "homo_lumo_gap_ev": [6.046, 6.045], "charge": 2, "species": ["Pd", "F", "C", "F", "F", "S", "O", "O", "N", "S", "O", "O", "C", "F", "F", "F", "C", "C", "C", "C", "C", "C", "N", "N", "C", "C", "C", "C", "C", "C", "H", "H", "H", "H", "H", "H", "H", "H", "H", "C", "C", "C", "O", "C", "H", "H", "H", "H", "H", "H", "H", "H"], "positions_angstrom": [[-0.380, -0.266, -0.281], [2.896, 0.173, -4.396], [3.075, 0.682, -3.201], [4.294, 0.428, -2.760], [2.867, 1.993, -3.216], [1.842, -0.038, -2.033], [1.972, 0.666, -0.749], [0.513, 0.199, -2.570], [2.275, -1.537, -1.997], [1.231, -2.464, -1.251], [1.007, -1.931, 0.115], [0.017, -2.721, -1.965], [2.094, -4.098, -1.162], [3.180, -4.002, -0.416], [2.399, -4.465, -2.384], [1.238, -4.943, -0.617], [4.505, 1.981, 1.705], [3.849, 2.846, 0.810], [2.489, 2.854, 0.760], [1.774, 1.997, 1.656], [2.449, 1.128, 2.564], [3.814, 1.122, 2.571], [0.454, 1.952, 1.666], [-0.438, 2.580, 1.163], [-1.436, 2.420, 0.336], [-2.380, 3.509, 0.257], [-3.457, 3.384, -0.554], [-3.631, 2.185, -1.284], [-2.745, 1.112, -1.202], [-1.619, 1.184, -0.414], [5.588, 1.983, 1.728], [4.427, 3.493, 0.166], [1.945, 3.498, 0.082], [1.863, 0.492, 3.215], [4.362, 0.472, 3.239], [-2.191, 4.396, 0.846], [-4.179, 4.183, -0.648], [-4.492, 2.095, -1.936], [-2.933, 0.229, -1.796], [-3.871, -2.585, 0.650], [-3.240, -2.561, 2.043], [-2.234, -1.434, 1.930], [-1.799, -1.485, 0.536], [-2.682, -2.364, -0.256], [-4.601, -1.781, 0.540], [-4.366, -3.529, 0.431], [-2.731, -3.503, 2.249], [-3.963, -2.380, 2.835], [-1.348, -1.558, 2.549], [-2.688, -0.455, 2.103], [-2.116, -3.272, -0.457], [-2.896, -1.865, -1.197]]}

---

{"formula": "C21H24CoN2OP2S", "method": "ωB97M-V with the def2-TZVPD basis set", "homo_lumo_gap_ev": [6.701, 5.977], "charge": 1, "spin_multiplicity": 5, "species": ["C", "C", "C", "C", "C", "C", "C", "C", "C", "C", "C", "C", "C", "H", "H", "H", "H", "H", "H", "H", "N", "Co", "C", "H", "H", "C", "H", "H", "P", "P", "C", "H", "H", "H", "C", "H", "H", "H", "C", "H", "H", "H", "C", "H", "H", "H", "C", "O", "H", "S", "C", "N"], "positions_angstrom": [[-1.393, 3.483, -3.544], [-1.210, 2.144, -3.184], [0.066, 1.584, -3.382], [1.121, 2.295, -3.981], [0.882, 3.655, -4.344], [-0.348, 4.235, -4.106], [2.326, 1.616, -4.179], [2.536, 0.267, -3.916], [1.456, -0.447, -3.365], [1.524, -1.835, -3.139], [2.739, -2.484, -3.365], [3.841, -1.776, -3.867], [3.744, -0.432, -4.178], [-2.373, 3.934, -3.397], [1.707, 4.206, -4.792], [-0.538, 5.280, -4.359], [3.134, 2.179, -4.619], [2.808, -3.554, -3.152], [4.763, -2.313, -4.034], [4.561, 0.144, -4.605], [0.335, 0.282, -2.977], [-0.418, -0.347, -0.136], [-2.340, 1.317, -2.593], [-2.525, 0.382, -3.149], [-3.287, 1.879, -2.585], [0.293, -2.601, -2.641], [-0.625, -2.369, -3.218], [0.444, -3.692, -2.725], [-1.989, 0.809, -0.815], [-0.106, -2.258, -0.848], [1.286, -3.056, 0.008], [1.151, -2.907, 1.087], [1.288, -4.130, -0.225], [2.226, -2.598, -0.330], [-1.503, -3.409, -0.595], [-1.182, -4.421, -0.872], [-1.788, -3.384, 0.464], [-2.344, -3.091, -1.227], [-1.873, 2.422, 0.009], [-2.777, 3.018, -0.156], [-1.719, 2.254, 1.082], [-1.008, 2.959, -0.396], [-3.651, 0.169, -0.362], [-3.754, 0.157, 0.729], [-4.436, 0.795, -0.804], [-3.751, -0.856, -0.739], [1.029, 0.538, -0.330], [2.012, 1.140, -0.534], [-0.488, -0.284, -3.069], [-1.107, -0.805, 1.852], [0.211, -0.225, 2.686], [1.053, 0.134, 3.421]]}

---

{"formula": "C60H40Cl5N4O3P2SW", "method": "ωB97M-V with the def2-TZVPD basis set", "homo_lumo_gap_ev": 5.701, "charge": 3, "species": ["W", "O", "C", "N", "C", "C", "C", "C", "C", "C", "N", "C", "O", "C", "C", "C", "C", "C", "N", "C", "C", "C", "C", "C", "N", "H", "H", "H", "H", "H", "H", "H", "H", "H", "H", "H", "H", "O", "S", "C", "C", "C", "C", "C", "C", "P", "C", "C", "C", "C", "C", "C", "C", "C", "C", "C", "C", "C", "C", "C", "C", "C", "C", "C", "P", "C", "C", "C", "C", "C", "C", "C", "C", "C", "C", "C", "C", "H", "H", "H", "H", "H", "H", "H", "H", "H", "H", "H", "H", "H", "H", "H", "H", "H", "H", "H", "H", "H", "H", "H", "H", "H", "H", "H", "H", "Cl", "C", "C", "C", "Cl", "C", "Cl", "C", "Cl", "C", "Cl"], "positions_angstrom": [[-0.264, 0.030, -0.099], [-0.745, -3.133, -2.604], [-0.595, -2.027, -2.176], [0.147, -1.636, -1.057], [1.208, -2.438, -0.549], [1.627, -3.631, -1.144], [2.786, -4.245, -0.719], [3.542, -3.655, 0.282], [3.111, -2.497, 0.898], [1.914, -1.883, 0.526], [1.402, -0.660, 1.097], [1.898, -0.464, 2.403], [2.308, -1.390, 3.052], [2.159, 0.893, 3.087], [2.653, 0.779, 4.385], [3.125, 1.891, 5.062], [3.148, 3.114, 4.412], [2.613, 3.173, 3.142], [2.110, 2.108, 2.513], [-1.164, -0.819, -2.841], [-1.828, -0.900, -4.039], [-2.198, 0.284, -4.667], [-1.812, 1.484, -4.098], [-1.147, 1.478, -2.882], [-0.868, 0.347, -2.234], [1.042, -4.073, -1.933], [3.104, -5.171, -1.179], [4.472, -4.103, 0.605], [3.729, -2.081, 1.674], [2.682, -0.199, 4.837], [3.485, 1.799, 6.078], [3.553, 4.002, 4.877], [2.573, 4.108, 2.602], [-2.026, -1.878, -4.459], [-2.755, 0.266, -5.595], [-2.012, 2.429, -4.583], [-0.822, 2.394, -2.413], [-0.521, 1.965, -0.125], [0.645, 2.135, 0.990], [-0.442, 2.868, 2.222], [-0.498, 4.216, 2.520], [-1.371, 4.657, 3.504], [-2.174, 3.752, 4.178], [-2.142, 2.409, 3.832], [-1.277, 1.937, 2.844], [-1.364, 0.160, 2.350], [-0.740, -0.766, 3.801], [-0.685, -0.157, 5.055], [-0.367, -0.899, 6.181], [-0.107, -2.257, 6.078], [-0.135, -2.867, 4.833], [-0.439, -2.126, 3.704], [-3.165, -0.124, 2.535], [-4.076, 0.823, 2.061], [-5.436, 0.620, 2.217], [-5.902, -0.527, 2.850], [-5.000, -1.469, 3.322], [-3.636, -1.274, 3.166], [1.687, 3.229, 0.003], [1.988, 4.557, 0.253], [2.927, 5.197, -0.544], [3.584, 4.511, -1.553], [3.256, 3.190, -1.810], [2.283, 2.540, -1.054], [1.933, 0.775, -1.411], [1.885, 0.663, -3.232], [1.908, -0.619, -3.793], [1.919, -0.784, -5.168], [1.879, 0.325, -6.002], [1.806, 1.596, -5.454], [1.802, 1.769, -4.079], [3.571, 0.092, -0.965], [4.134, 0.526, 0.239], [5.373, 0.062, 0.638], [6.066, -0.845, -0.155], [5.523, -1.261, -1.359], [4.281, -0.796, -1.769], [0.098, 4.942, 1.994], [-1.420, 5.713, 3.732], [-2.842, 4.092, 4.957], [-2.816, 1.721, 4.324], [-0.890, 0.899, 5.168], [-0.328, -0.410, 7.146], [0.132, -2.835, 6.961], [0.101, -3.917, 4.730], [-0.385, -2.624, 2.752], [-3.728, 1.733, 1.586], [-6.135, 1.362, 1.851], [-6.965, -0.673, 2.988], [-5.355, -2.357, 3.828], [-2.948, -2.016, 3.547], [1.510, 5.126, 1.031], [3.150, 6.240, -0.363], [4.349, 5.003, -2.139], [3.767, 2.646, -2.593], [1.933, -1.498, -3.158], [1.958, -1.781, -5.589], [1.898, 0.194, -7.076], [1.745, 2.464, -6.098], [1.750, 2.771, -3.676], [3.613, 1.253, 0.849], [5.807, 0.414, 1.566], [7.034, -1.212, 0.157], [6.066, -1.945, -1.997], [3.897, -1.108, -2.726], [-1.739, -2.605, 0.770], [-2.884, -1.592, -0.026], [-2.453, -0.288, -0.316], [-3.498, 0.549, -0.772], [-3.306, 2.264, -0.848], [-4.791, 0.087, -1.019], [-5.995, 1.159, -1.586], [-5.129, -1.239, -0.752], [-6.720, -1.796, -0.976], [-4.162, -2.089, -0.221], [-4.547, -3.692, 0.213]]}

---

Calculated values (kcal/mol) of energy relative to the best compared isomer or geometry (same formula, charge and spin) for the records, taken in order: 77.54 0.00 113.18 157.40 37.27 31.85 71.09 63.00 0.00 0.00 11.70.